{
  "formula": "C4H11NS",
  "method": "ωB97M-V/def2-TZVPD",
  "homo_lumo_gap_ev": 9.0,
  "smiles": "CSCCCN",
  "e_homo_ev": -8.03,
  "e_above_lowest_ev": 1.709,
  "symbols": ["C", "C", "C", "S", "C", "N", "H", "H", "H", "H", "H", "H", "H", "H", "H", "H", "H"],
  "positions_angstrom": [[-1.3573, 0.0799, 0.8060], [-1.2064, -0.4261, -0.5748], [0.2268, -0.4029, -1.1574], [0.5637, 1.3311, -0.9369], [2.2817, 1.0823, -0.3701], [-0.7317, -0.9196, 1.7823], [-1.1372, 1.1789, 1.0072], [-2.4512, -0.0225, 1.0431], [-1.5091, -1.4090, -0.7280], [-1.8857, 0.1341, -1.2591], [1.0198, -1.0365, -0.8010], [0.1209, -0.4360, -2.2906], [2.6423, 2.1313, 0.0422], [3.0164, 0.8671, -1.2561], [2.3800, 0.1746, 0.1843], [-0.7415, -0.5052, 2.7033], [-1.2315, -1.8215, 1.8055]],
  "forces_ev_per_a": [[-2.283, -1.271, 2.739], [0.835, 0.658, -1.694], [-2.031, 1.889, -2.368], [2.548, 0.687, 0.216], [1.997, 2.795, -2.358], [0.415, 1.020, -0.764], [0.365, -1.873, -0.265], [0.479, 0.546, -0.473], [-1.092, -2.026, 0.503], [0.647, 0.006, 0.358], [-0.195, -0.322, 0.423], [0.306, -0.908, 1.372], [-0.564, -2.587, -0.197], [-1.409, 0.602, 1.161], [-0.141, 0.050, 1.319], [-0.023, -0.237, 0.147], [0.146, 0.970, -0.117]],
  "nbo_charge": [-0.236, -0.435, -0.533, 0.184, -0.753, -0.867, 0.230, 0.171, 0.208, 0.213, 0.229, 0.220, 0.234, 0.203, 0.217, 0.358, 0.357]
}

{
  "formula": "C40H47FNP",
  "method": "ωB97M-V/def2-TZVPD",
  "homo_lumo_gap_ev": 9.0,
  "smiles": "CNCP[C@@H](C)F.c1ccccc1.c1ccccc1.c1ccccc1.c1ccccc1.c1ccccc1.c1ccccc1",
  "e_homo_ev": -8.42,
  "e_above_lowest_ev": 2.386,
  "symbols": ["C", "N", "C", "P", "C", "C", "F", "H", "H", "H", "H", "H", "H", "H", "H", "H", "H", "H", "C", "C", "C", "C", "C", "C", "H", "H", "H", "H", "H", "H", "C", "C", "C", "C", "C", "C", "H", "H", "H", "H", "H", "H", "C", "C", "C", "C", "C", "C", "H", "H", "H", "H", "H", "H", "C", "C", "C", "C", "C", "C", "H", "H", "H", "H", "H", "H", "C", "C", "C", "C", "C", "C", "H", "H", "H", "H", "H", "H", "C", "C", "C", "C", "C", "C", "H", "H", "H", "H", "H", "H"],
  "positions_angstrom": [[-6.9623, -2.2192, -4.1395], [-6.6443, -2.9943, -2.8785], [-7.2991, -2.4055, -1.6470], [-6.1377, -1.0509, -0.9357], [-4.3257, -1.2667, -1.5657], [-3.6697, 0.2564, -1.5632], [-3.5216, -2.1225, -0.6309], [-8.1006, -2.1651, -4.4135], [-6.3602, -2.7127, -5.0346], [-6.5641, -1.1004, -4.0416], [-6.8233, -4.0180, -2.9758], [-8.3251, -1.8484, -1.8964], [-7.5790, -3.2194, -0.8234], [-6.5503, 0.2643, -1.4345], [-4.2571, -1.7665, -2.6353], [-2.5424, 0.2628, -1.9476], [-4.3752, 0.9603, -2.1786], [-3.6376, 0.5987, -0.4361], [0.7141, -0.0503, 2.9975], [1.0366, -1.0255, 2.0543], [0.0374, -1.5836, 1.2575], [-1.2842, -1.1589, 1.3973], [-1.6061, -0.1809, 2.3380], [-0.6083, 0.3705, 3.1412], [1.4925, 0.3820, 3.6207], [2.0675, -1.3514, 1.9406], [0.2880, -2.3483, 0.5273], [-2.0622, -1.5902, 0.7730], [-2.6358, 0.1511, 2.4457], [-0.8603, 1.1284, 3.8778], [3.0123, -0.7631, -2.0285], [3.3349, -1.7383, -2.9717], [2.3357, -2.2964, -3.7685], [1.0141, -1.8717, -3.6287], [0.6922, -0.8938, -2.6880], [1.6900, -0.3423, -1.8848], [3.7908, -0.3308, -1.4053], [4.3658, -2.0642, -3.0854], [2.5863, -3.0611, -4.4987], [0.2360, -2.3030, -4.2530], [-0.3375, -0.5617, -2.5803], [1.4380, 0.4155, -1.1482], [4.6411, 2.3240, 6.9745], [5.0351, 1.0378, 7.3423], [5.0090, 0.0049, 6.4057], [4.5979, 0.2607, 5.0973], [4.2074, 1.5477, 4.7285], [4.2247, 2.5786, 5.6676], [4.6583, 3.1280, 7.7056], [5.3620, 0.8401, 8.3601], [5.3097, -0.9985, 6.6944], [4.5821, -0.5430, 4.3659], [3.8886, 1.7472, 3.7083], [3.9152, 3.5800, 5.3813], [-4.1237, 3.1139, -4.7123], [-3.1772, 3.7353, -3.8982], [-3.3014, 5.0902, -3.5921], [-4.3785, 5.8220, -4.0927], [-5.3271, 5.1997, -4.9038], [-5.1978, 3.8470, -5.2175], [-4.0248, 2.0588, -4.9535], [-2.3417, 3.1633, -3.5026], [-2.5601, 5.5756, -2.9632], [-4.4781, 6.8768, -3.8503], [-6.1673, 5.7698, -5.2925], [-5.9340, 3.3638, -5.8539], [7.7694, -2.1529, -5.6439], [6.7054, -1.3349, -5.2650], [6.9526, -0.1100, -4.6459], [8.2653, 0.3017, -4.4144], [9.3294, -0.5147, -4.7967], [9.0820, -1.7438, -5.4074], [7.5764, -3.1091, -6.1232], [5.6827, -1.6527, -5.4517], [6.1231, 0.5241, -4.3448], [8.4582, 1.2585, -3.9364], [10.3524, -0.1929, -4.6177], [9.9111, -2.3820, -5.7001], [-0.5226, -1.0336, 6.4943], [-0.5525, 0.2542, 7.0287], [-1.5067, 0.5896, 7.9888], [-2.4256, -0.3666, 8.4221], [-2.3932, -1.6554, 7.8904], [-1.4450, -1.9882, 6.9235], [0.2190, -1.2937, 5.7435], [0.1680, 0.9972, 6.6960], [-1.5340, 1.5950, 8.4001], [-3.1661, -0.1067, 9.1739], [-3.1084, -2.4009, 8.2294], [-1.4236, -2.9908, 6.5055]],
  "forces_ev_per_a": [[0.673, 0.243, -0.656], [-1.341, 0.208, -0.151], [-0.949, 0.070, -0.778], [0.374, -0.294, 1.327], [0.966, 0.862, -1.241], [0.164, -0.790, 0.753], [-1.893, 1.553, -1.827], [1.968, -0.152, 0.544], [-1.376, 1.035, 1.867], [-0.835, -2.401, -0.036], [-0.070, 1.407, 0.006], [1.959, -1.151, 0.459], [1.043, 1.785, -1.835], [0.419, -1.308, -0.426], [-0.029, 0.848, 2.413], [-2.621, -0.091, 0.649], [1.596, -1.304, 1.103], [-0.141, -0.529, -2.286], [-0.138, -0.042, -0.107], [-0.137, 0.038, 0.026], [-0.037, 0.153, 0.142], [0.080, -0.011, 0.033], [0.217, -0.017, 0.007], [0.039, -0.077, -0.151], [-0.082, -0.050, -0.048], [-0.131, 0.033, 0.015], [-0.032, 0.116, 0.073], [0.195, 0.106, 0.171], [0.137, -0.069, 0.000], [0.029, -0.108, -0.077], [-0.166, -0.057, -0.102], [-0.131, 0.024, 0.009], [-0.062, 0.154, 0.120], [0.137, 0.068, 0.099], [0.172, -0.059, -0.026], [0.060, -0.090, -0.126], [-0.106, -0.062, -0.086], [-0.138, 0.042, 0.031], [-0.033, 0.103, 0.093], [0.106, 0.056, 0.094], [0.158, -0.072, 0.008], [0.018, -0.118, -0.077], [-0.012, -0.126, -0.141], [-0.057, 0.022, -0.147], [-0.050, 0.175, -0.071], [-0.002, 0.122, 0.148], [0.027, -0.036, 0.144], [0.057, -0.171, 0.075], [-0.003, -0.119, -0.107], [-0.062, 0.028, -0.157], [-0.037, 0.144, -0.042], [-0.002, 0.108, 0.099], [0.045, -0.025, 0.145], [0.048, -0.132, 0.033], [-0.047, 0.188, 0.047], [-0.110, 0.076, -0.051], [-0.154, -0.071, -0.105], [0.038, -0.195, -0.034], [0.122, -0.076, 0.050], [0.130, 0.071, 0.134], [-0.002, 0.138, 0.024], [-0.116, 0.086, -0.065], [-0.109, -0.075, -0.082], [0.014, -0.155, -0.039], [0.137, -0.091, 0.056], [0.093, 0.065, 0.085], [0.059, 0.161, 0.085], [0.150, 0.029, 0.041], [0.157, -0.087, -0.043], [-0.054, -0.175, -0.082], [-0.147, -0.049, -0.019], [-0.165, 0.112, 0.040], [0.028, 0.139, 0.068], [0.139, 0.058, 0.030], [0.098, -0.088, -0.052], [-0.027, -0.140, -0.068], [-0.162, -0.055, -0.023], [-0.111, 0.090, 0.034], [-0.099, -0.007, 0.131], [-0.127, -0.119, 0.044], [-0.008, -0.190, -0.065], [0.132, -0.027, -0.129], [0.096, 0.118, -0.053], [0.022, 0.201, 0.084], [-0.129, 0.049, 0.092], [-0.084, -0.105, 0.040], [0.010, -0.136, -0.046], [0.101, -0.038, -0.108], [0.104, 0.118, -0.058], [0.002, 0.138, 0.051]],
  "mulliken_charge": [-0.728, -0.309, -0.525, -0.133, 0.320, -0.559, -0.345, 0.298, 0.288, 0.180, 0.250, 0.227, 0.360, 0.046, 0.230, -0.117, 0.267, 0.262, -0.337, -0.468, -0.618, -0.279, -0.638, -0.400, 0.498, 0.438, 0.438, 0.562, 0.436, 0.386, -0.605, -0.437, -0.370, -0.534, 0.060, -0.387, 0.411, 0.502, 0.368, 0.372, 0.173, 0.413, -0.397, -0.366, -0.457, -0.311, -0.350, -0.382, 0.370, 0.364, 0.371, 0.376, 0.421, 0.368, -0.361, -0.325, -0.408, -0.358, -0.369, -0.394, 0.417, 0.388, 0.355, 0.350, 0.349, 0.352, -0.439, -0.294, -0.408, -0.349, -0.380, -0.342, 0.348, 0.447, 0.372, 0.355, 0.345, 0.349, -0.319, -0.330, -0.450, -0.340, -0.354, -0.480, 0.393, 0.463, 0.350, 0.349, 0.354, 0.363]
}

{
  "formula": "C3H10NOS",
  "method": "ωB97M-V/def2-TZVPD",
  "homo_lumo_gap_ev": [9.6, 6.5],
  "s_squared": 0.753,
  "multiplicity": 2,
  "e_homo_ev": [-9.34, -9.25],
  "e_above_lowest_ev": 5.327,
  "symbols": ["C", "C", "C", "S", "N", "H", "H", "H", "H", "H", "H", "H", "H", "H", "H", "O"],
  "positions_angstrom": [[0.8707, -1.3539, -0.3090], [1.4766, 0.0522, -0.1916], [0.2330, 1.1443, 0.1194], [-1.4178, 0.9573, -0.4928], [3.2299, -0.2178, 0.2102], [1.6375, -2.0232, -0.6904], [0.4390, -1.6376, 0.6465], [0.0047, -1.2809, -0.9582], [2.3176, 0.6284, 0.4993], [0.5979, 2.0938, -0.3021], [0.2166, 1.1533, 1.2333], [1.6767, 0.3950, -1.2014], [3.4253, -0.6526, 1.0749], [-2.3024, -0.3110, 0.8586], [-2.1615, -1.7174, 0.3093], [-2.6572, -1.1870, 0.9038]],
  "forces_ev_per_a": [[0.096, 0.995, 0.635], [-2.630, -1.561, -3.387], [2.155, -0.660, 2.467], [0.645, 0.138, -0.843], [-1.997, 3.094, -2.019], [-0.294, -0.193, 0.160], [0.369, -0.496, 0.321], [0.030, -0.123, -0.517], [2.773, -0.308, 1.004], [-0.220, -0.033, 0.428], [-0.274, 0.687, -0.666], [0.653, -0.334, -0.056], [-0.972, -0.722, 2.030], [0.252, 0.906, 0.155], [0.701, -0.712, -0.840], [-1.287, -0.678, 1.128]],
  "nbo_charge": [-0.609, -0.213, -0.621, 0.160, -0.729, 0.241, 0.204, 0.209, 0.352, 0.257, 0.216, 0.209, 0.321, 0.448, 0.466, -0.911]
}